No. 1
Density functional theory data (wB97M-V/def2-TZVPD) for a structure of composition C29H28N2O4ReS3.

ΔE to the lowest compared entry with this formula, charge and spin: 0.0 kcal per mole
Charge: 0
E_HOMO (spin up / spin down): -7.6 / -7.7 eV
Spin multiplicity: 2

Geometry as XYZ:
```
67
C29H28N2O4ReS3 | the Open Molecules 2025 dataset | wB97M-V/def2-TZVPD
Re -0.11 0.02 0.90
C -2.62 -0.82 2.71
N -1.49 0.08 2.51
C -1.18 0.95 3.42
C -0.02 1.74 3.24
C 0.64 2.71 3.99
C 1.79 3.04 3.26
C 1.78 2.26 2.10
N 0.69 1.48 2.08
C -3.55 -0.83 1.52
C -3.85 -2.02 0.86
C -4.70 -2.02 -0.23
C -5.26 -0.83 -0.68
C -4.97 0.36 -0.03
C -4.12 0.35 1.07
H -3.16 -0.53 3.61
H -2.23 -1.82 2.87
H -1.80 1.06 4.31
H 0.33 3.10 4.94
H 2.55 3.75 3.54
H 2.51 2.22 1.30
H -3.39 -2.94 1.19
H -4.92 -2.95 -0.74
H -5.92 -0.83 -1.54
H -5.40 1.29 -0.37
H -3.89 1.28 1.57
O -0.63 -2.10 0.34
C 0.07 -2.48 1.31
O 0.59 -1.60 2.08
H 0.26 -3.54 1.50
C -1.61 3.39 0.67
C -1.20 2.54 -0.52
C 0.10 3.01 -1.14
O -1.12 1.15 -0.14
H -1.89 4.39 0.32
H -0.80 3.49 1.38
H -2.48 2.96 1.18
H -1.99 2.56 -1.28
H 0.94 2.80 -0.48
H 0.06 4.08 -1.30
H 0.29 2.52 -2.10
O 1.55 -0.08 -0.13
C 1.97 -0.83 -1.26
C 0.82 -1.25 -2.17
C 0.27 -2.49 -2.32
C -0.87 -2.49 -3.17
C -1.16 -1.25 -3.65
S -0.04 -0.09 -3.10
C 2.79 -2.01 -0.78
C 3.23 -2.22 0.50
C 4.09 -3.35 0.61
C 4.31 -3.96 -0.58
S 3.47 -3.18 -1.85
C 2.90 0.12 -2.02
C 3.28 0.09 -3.33
C 4.26 1.08 -3.63
C 4.60 1.82 -2.55
S 3.74 1.33 -1.15
H 0.64 -3.37 -1.82
H -1.44 -3.38 -3.41
H -1.96 -0.97 -4.32
H 2.94 -1.58 1.32
H 4.53 -3.68 1.54
H 4.91 -4.83 -0.79
H 2.87 -0.61 -4.05
H 4.67 1.23 -4.62
H 5.30 2.64 -2.50
```

natural (NBO) population analysis, charges in e, atoms 1 to 8:
1 Re 1.710
2 C -0.256
3 N -0.503
4 C 0.196
5 C -0.047
6 C -0.212
7 C -0.311
8 C -0.004

=====

No. 2
Density functional theory data (wB97M-V/def2-TZVPD) for a structure of composition C4H4Br12.

ΔE to the lowest compared entry with this formula, charge and spin: 27.7 kcal per mole
Charge: 0
E_HOMO: -10.2 eV
Spin multiplicity: 1

Geometry as XYZ:
```
20
C4H4Br12 | the Open Molecules 2025 dataset | wB97M-V/def2-TZVPD
C 2.16 5.49 0.90
Br 3.90 5.44 1.84
Br 2.29 6.56 -0.80
Br 0.67 6.33 2.01
H 2.05 4.46 0.58
C 0.51 -3.30 2.31
Br 0.58 -4.52 3.85
Br -1.17 -3.51 1.26
Br 2.13 -3.84 1.13
H 0.62 -2.33 2.79
C -3.69 -2.52 -2.49
Br -4.67 -1.61 -3.92
Br -4.80 -2.63 -0.86
Br -1.75 -1.99 -2.20
H -3.66 -3.54 -2.89
C 0.88 0.25 -0.82
Br 0.94 2.26 -0.76
Br 0.01 -0.40 0.86
Br 2.68 -0.47 -1.10
H 0.31 -0.11 -1.68
```

natural (NBO) population analysis, charges in e, atoms 1 to 8:
1 C -0.430
2 Br 0.084
3 Br 0.050
4 Br 0.075
5 H 0.219
6 C -0.431
7 Br 0.077
8 Br 0.093

=====

No. 3
Density functional theory data (wB97M-V/def2-TZVPD) for a cluster of 16 separate species, C53H81F6N4O25S2 in total.

Charge: -1
E_HOMO: -6.9 eV
Spin multiplicity: 1

Geometry as XYZ:
```
171
C53H81F6N4O25S2 | the Open Molecules 2025 dataset | wB97M-V/def2-TZVPD
C 18.28 14.65 -26.98
F 19.59 14.68 -27.25
F 17.82 15.86 -26.81
F 17.57 14.06 -27.97
S 18.04 13.75 -25.30
O 18.24 12.33 -25.57
O 18.98 14.47 -24.41
N 16.40 14.05 -24.93
S 16.34 13.93 -23.33
O 17.06 12.77 -22.75
O 16.49 15.25 -22.74
C 14.53 13.46 -23.02
F 14.39 13.46 -21.70
F 13.65 14.33 -23.59
F 14.33 12.24 -23.54
O 26.84 16.02 -23.39
C 26.13 16.17 -24.44
O 24.85 15.99 -24.38
C 24.26 16.17 -25.67
C 25.24 17.11 -26.37
C 26.62 16.62 -25.82
H 23.32 16.72 -25.63
H 24.07 15.28 -26.28
H 25.07 18.16 -26.15
H 25.21 17.08 -27.45
H 27.36 17.41 -25.70
H 26.99 15.79 -26.42
O 19.55 22.46 -27.84
C 19.28 21.62 -27.03
O 18.01 21.51 -26.48
C 18.02 20.59 -25.38
C 19.40 20.06 -25.27
C 20.12 20.46 -26.57
H 17.45 19.74 -25.74
H 17.65 21.20 -24.55
H 19.47 19.00 -25.05
H 19.87 20.49 -24.38
H 20.00 19.67 -27.31
H 21.15 20.81 -26.47
O 5.56 16.54 -28.51
C 6.22 16.51 -27.48
O 5.71 16.47 -26.25
C 6.71 16.38 -25.26
C 7.96 15.96 -25.99
C 7.75 16.42 -27.43
H 6.38 15.59 -24.58
H 6.83 17.35 -24.79
H 8.09 14.88 -25.86
H 8.86 16.39 -25.56
H 8.21 15.86 -28.24
H 8.01 17.47 -27.47
O 18.47 7.42 -18.97
C 17.36 7.73 -18.49
O 16.51 6.77 -18.15
C 15.40 7.24 -17.38
C 15.32 8.75 -17.68
C 16.76 9.07 -18.01
H 15.64 6.92 -16.37
H 14.42 6.80 -17.58
H 15.04 9.37 -16.83
H 14.67 9.04 -18.51
H 17.30 9.32 -17.10
H 16.72 9.83 -18.79
O 24.59 8.41 -24.39
C 24.06 9.18 -23.62
O 22.74 9.10 -23.42
C 22.17 10.00 -22.47
C 23.32 11.03 -22.25
C 24.63 10.24 -22.70
H 21.88 9.47 -21.56
H 21.36 10.49 -23.00
H 23.31 11.33 -21.20
H 23.22 12.00 -22.74
H 25.16 9.83 -21.84
H 25.37 10.83 -23.23
O 5.87 16.29 -17.84
C 6.95 16.73 -18.17
O 7.25 16.79 -19.43
C 8.52 17.46 -19.61
C 8.98 17.93 -18.32
C 8.03 17.32 -17.29
H 8.58 18.20 -20.41
H 9.26 16.75 -19.98
H 8.88 19.01 -18.19
H 10.00 17.60 -18.11
H 7.59 18.12 -16.68
H 8.36 16.47 -16.69
O 15.62 4.22 -23.72
C 16.19 5.30 -23.92
O 15.49 6.31 -24.53
C 16.36 7.40 -24.94
C 17.61 7.12 -24.19
C 17.68 5.66 -23.75
H 16.07 8.44 -24.77
H 16.47 7.36 -26.02
H 17.60 7.78 -23.32
H 18.53 7.28 -24.74
H 17.88 5.40 -22.72
H 18.40 5.13 -24.37
O 11.11 4.98 -22.44
C 10.74 6.16 -22.47
O 10.54 6.79 -23.59
C 10.26 8.16 -23.45
C 10.13 8.41 -21.93
C 10.57 7.08 -21.28
H 9.26 8.27 -23.86
H 10.99 8.75 -24.00
H 9.10 8.56 -21.62
H 10.77 9.24 -21.64
H 9.70 6.61 -20.82
H 11.43 7.29 -20.66
O 22.32 13.39 -15.47
C 21.56 14.06 -16.12
O 21.04 13.57 -17.29
C 20.23 14.51 -17.94
C 19.87 15.50 -16.94
C 21.04 15.48 -15.90
H 19.27 14.01 -18.10
H 20.74 14.90 -18.83
H 18.93 15.29 -16.44
H 19.76 16.51 -17.34
H 20.66 15.44 -14.88
H 21.84 16.21 -16.08
C 15.28 13.37 -32.44
O 14.03 13.42 -31.81
H 15.87 12.56 -32.02
H 15.09 13.06 -33.47
H 15.85 14.30 -32.39
H 14.07 12.89 -31.01
C 21.36 10.18 -29.42
O 21.81 9.97 -30.69
H 20.38 9.74 -29.23
H 22.01 9.87 -28.60
H 21.25 11.25 -29.24
H 21.32 10.52 -31.31
C 14.12 17.43 -27.88
O 14.30 17.24 -26.51
H 14.92 17.16 -28.57
H 13.32 16.81 -28.27
H 14.00 18.50 -28.03
H 14.84 16.45 -26.40
N 23.68 14.73 -31.76
C 24.13 15.72 -32.58
C 25.45 15.98 -32.37
C 25.85 15.07 -31.36
C 24.77 14.26 -31.08
H 22.74 14.36 -31.82
H 23.38 16.25 -33.14
H 26.04 16.76 -32.81
H 26.86 15.03 -30.98
H 24.77 13.39 -30.45
N 13.82 11.56 -27.85
C 14.23 10.46 -28.50
C 13.08 9.82 -28.95
C 12.00 10.50 -28.46
C 12.46 11.57 -27.71
H 14.41 12.22 -27.37
H 15.28 10.25 -28.66
H 13.11 8.91 -29.53
H 10.95 10.38 -28.67
H 11.94 12.33 -27.14
N 11.90 19.78 -23.11
C 10.82 20.62 -23.23
C 10.82 21.50 -22.18
C 11.96 21.20 -21.42
C 12.48 20.00 -21.98
H 12.10 19.02 -23.75
H 10.09 20.57 -24.02
H 10.23 22.39 -22.02
H 12.37 21.66 -20.54
H 13.30 19.45 -21.55
```

Löwdin population analysis, charges in e, atoms 1 to 8:
1 C -0.672
2 F 0.129
3 F 0.145
4 F 0.108
5 S 0.662
6 O -0.323
7 O -0.336
8 N -0.317

=====

No. 4
Density functional theory data (wB97M-V/def2-TZVPD) for a cluster of 6 separate species, C6H25NO6 in total.

ΔE to the lowest compared entry with this formula, charge and spin: 42.2 kcal per mole
Charge: 0
E_HOMO: -9.3 eV
Spin multiplicity: 1
SMILES: CCN[C@@H](C)[C@@H](C)O.O.O.O.O.O

Geometry as XYZ:
```
38
C6H25NO6 | the Open Molecules 2025 dataset | wB97M-V/def2-TZVPD
C -0.82 -0.80 1.48
N 0.07 -0.21 0.44
C -0.43 1.05 -0.13
C -0.01 1.20 -1.61
C -1.08 1.76 -2.57
O 1.13 2.07 -1.65
C -0.03 2.25 0.70
C -0.08 -1.09 2.80
H -1.61 -0.08 1.60
H -1.09 -1.78 1.11
H 1.01 -0.01 0.78
H -1.52 1.01 -0.12
H 0.34 0.22 -1.92
H -1.08 1.26 -3.54
H -0.85 2.82 -2.64
H -2.12 1.66 -2.25
H 1.22 2.63 -2.42
H 1.04 2.24 0.96
H -0.54 2.20 1.66
H -0.09 3.25 0.27
H 1.00 -1.14 2.70
H -0.29 -0.25 3.46
H -0.37 -1.98 3.36
H -4.15 -0.34 -0.06
H -3.60 -1.65 0.65
O -3.98 -0.78 0.78
H 3.73 -0.78 0.42
H 4.45 -0.34 -0.88
O 4.16 -1.11 -0.38
H 2.45 0.63 3.62
H 2.21 1.62 2.51
O 2.59 0.77 2.68
H -1.46 -2.59 -1.43
H -1.83 -1.30 -1.00
O -2.29 -2.14 -1.14
H 0.56 -1.53 -1.01
H 0.62 -3.04 -1.22
O 0.50 -2.22 -1.71
```

natural (NBO) population analysis, charges in e, atoms 1 to 8:
1 C -0.228
2 N -0.677
3 C -0.071
4 C 0.089
5 C -0.645
6 O -0.749
7 C -0.620
8 C -0.632